Record 1
C45H39CuNS2Sb | the ωB97M-V functional and the def2-TZVPD basis

XYZ file:
```
89
Properties=species:S:1:pos:R:3:lowdin_charge:R:1
Cu -9.969 5.576 16.120 0.4662
S -9.364 7.612 18.886 0.4343
C -8.737 7.958 17.352 -1.1884
N -8.733 7.125 16.333 -0.0909
C -7.972 7.547 15.244 -0.2826
C -7.404 6.730 14.252 -0.0198
C -6.268 7.143 13.547 -0.1037
C -5.596 8.311 13.931 -0.1157
C -6.180 9.216 14.866 -0.0863
C -7.379 8.809 15.511 -0.4543
S -8.006 9.475 17.002 0.9900
H -7.936 5.842 13.953 0.0807
H -5.850 6.693 12.624 0.1053
H -4.612 8.548 13.480 0.0975
H -5.638 10.107 15.136 0.0886
C -11.888 6.034 16.269 -0.1608
C -12.234 7.424 16.188 -0.3176
C -12.647 8.092 17.376 -0.0656
C -12.913 9.459 17.329 -0.0923
C -12.855 10.151 16.121 -0.1092
C -12.452 9.458 14.972 -0.1196
C -12.061 8.157 15.006 -0.0677
H -12.208 5.363 15.441 0.0662
H -12.201 5.626 17.266 0.0752
H -12.575 7.584 18.303 0.0803
H -13.223 9.820 18.327 0.1039
H -12.994 11.180 15.967 0.0690
H -12.190 10.142 14.133 0.1085
H -11.749 7.692 14.100 0.1021
C -9.055 0.480 18.197 -0.1015
C -9.668 1.704 18.589 -0.0996
C -9.661 2.799 17.775 -0.0499
C -9.326 2.711 16.391 -0.2190
C -9.586 3.726 15.469 -0.1517
C -9.500 3.466 14.121 -0.1334
C -9.071 2.177 13.684 -0.1011
C -8.751 1.181 14.566 -0.0642
C -8.954 1.428 15.952 -0.1730
C -8.758 0.312 16.877 -0.0457
H -8.889 -0.361 18.822 0.0805
H -10.151 1.878 19.573 0.1067
H -9.900 3.784 18.181 0.1008
H -9.744 4.201 13.386 0.0730
H -8.965 2.075 12.631 0.0770
H -8.443 0.155 14.303 0.1049
H -8.460 -0.656 16.488 0.0967
C -6.722 3.739 21.018 -0.0637
C -7.546 4.548 21.925 -0.3120
C -8.253 3.916 22.968 -0.0431
C -9.127 4.626 23.829 -0.0771
C -9.250 6.013 23.630 -0.1011
C -8.573 6.565 22.568 -0.1928
C -7.701 5.905 21.718 -0.3433
Sb -6.759 7.196 20.242 1.4968
C -6.132 8.446 21.946 -0.3390
C -5.853 7.890 23.172 -0.1612
C -5.242 8.606 24.171 -0.0908
C -4.732 9.901 23.923 -0.0891
C -4.978 10.495 22.705 -0.0664
C -5.767 9.775 21.771 -0.3270
C -6.290 10.574 20.596 -0.0949
C -4.990 6.097 19.492 -0.3291
C -5.157 5.183 18.435 -0.1700
C -4.109 4.587 17.772 -0.0957
C -2.773 4.895 18.110 -0.0975
C -2.589 5.806 19.102 -0.0911
C -3.642 6.419 19.823 -0.2839
C -3.210 7.245 21.011 -0.0542
H -6.633 2.790 21.484 0.0588
H -5.725 4.126 20.867 0.0609
H -7.187 3.543 20.013 0.1036
H -7.958 2.937 23.301 0.0942
H -9.639 4.130 24.640 0.0871
H -9.913 6.669 24.220 0.1058
H -8.797 7.648 22.341 0.1160
H -6.250 6.899 23.468 0.1074
H -4.942 8.066 25.018 0.0782
H -4.178 10.486 24.656 0.0951
H -4.611 11.500 22.458 0.1110
H -6.506 11.670 20.793 0.0929
H -7.201 10.072 20.183 0.0390
H -5.553 10.608 19.781 0.0750
H -6.194 5.013 18.040 0.1119
H -4.279 3.881 16.965 0.0977
H -1.908 4.320 17.818 0.0946
H -1.580 6.065 19.334 0.0901
H -2.159 7.201 20.985 0.0447
H -3.662 6.822 21.956 0.1003
H -3.546 8.272 20.905 0.0682
```

## Properties
- calculated total energy (Eh) = -4469.95460
- HOMO energy (alpha / beta) (eV) = -3.94 / -3.98
- gap between HOMO and LUMO (alpha / beta) (eV) = 6.4677 / 5.9306
- spin multiplicity = 2
- net charge = -1
- max |F| (Eh/bohr) = 0.05230

Record 2
C45H40AsHgN7O2S2 | the ωB97M-V functional and the def2-TZVPD basis

XYZ file:
```
98
Properties=species:S:1:pos:R:3:lowdin_charge:R:1
Hg -1.490 0.121 -0.016 1.1616
C -2.585 -3.104 3.071 -0.0592
C -2.445 -2.318 1.786 -0.2961
N -2.311 -0.990 1.870 -0.0788
N -2.542 -0.482 3.074 -0.1096
C -2.204 0.680 3.474 -0.9289
S -1.181 1.855 2.549 0.8604
S -2.668 1.127 5.099 0.8667
C -1.063 0.751 5.979 -0.3973
C 0.017 1.620 5.452 -0.3539
C 1.031 1.101 4.655 -0.0891
C 1.967 1.940 4.077 -0.1007
C 1.898 3.306 4.293 -0.0977
C 0.894 3.829 5.092 -0.1006
C -0.042 2.993 5.668 -0.0721
C -2.456 -3.017 0.542 -0.1440
C -2.294 -4.418 0.554 -0.0730
C -2.292 -5.172 -0.595 -0.1360
C -2.493 -4.554 -1.825 -0.1358
C -2.673 -3.192 -1.879 -0.0524
C -2.645 -2.377 -0.731 -0.4074
O -2.841 -1.096 -0.884 -0.2820
H -2.803 -2.427 3.895 0.0540
H -1.654 -3.626 3.297 0.0733
H -3.379 -3.842 2.992 0.0725
H -0.856 -0.305 5.822 0.0741
H -1.300 0.948 7.023 0.0686
H 1.077 0.037 4.469 0.1142
H 2.734 1.532 3.434 0.0934
H 2.616 3.965 3.825 0.0979
H 0.825 4.896 5.251 0.0997
H -0.846 3.395 6.268 0.1117
H -2.132 -4.915 1.499 0.0856
H -2.132 -6.240 -0.546 0.0829
H -2.484 -5.138 -2.736 0.0675
H -2.833 -2.688 -2.821 0.0996
C 1.878 -2.441 -1.288 0.0118
C 1.052 -1.623 -2.206 -0.3249
N 0.048 -0.851 -1.856 0.0805
C -0.439 -0.294 -3.004 -0.1381
C 0.285 -0.738 -4.064 -0.0686
N 1.238 -1.587 -3.554 -0.0227
C 2.223 -2.288 -4.345 -0.0820
N 2.293 -3.677 -4.042 -0.0687
N 3.422 -4.215 -3.493 0.0569
N 3.235 -5.457 -3.254 0.0659
C 1.974 -5.799 -3.622 -0.2381
C 1.284 -7.011 -3.548 -0.0107
C -0.009 -7.027 -4.028 -0.0888
C -0.614 -5.894 -4.576 -0.0932
C 0.042 -4.673 -4.639 -0.0017
C 1.335 -4.647 -4.148 -0.1630
H 1.717 -2.085 -0.276 0.0632
H 2.934 -2.364 -1.544 0.0777
H 1.583 -3.489 -1.334 0.0837
H -1.285 0.369 -2.972 0.0972
H 0.234 -0.509 -5.111 0.1070
H 3.229 -1.885 -4.162 0.1430
H 1.957 -2.140 -5.402 0.1413
H 1.751 -7.884 -3.124 0.1089
H -0.581 -7.943 -3.979 0.1017
H -1.622 -5.969 -4.957 0.1044
H -0.436 -3.791 -5.041 0.1120
O -0.917 1.961 -0.742 -0.7618
As 0.186 3.024 0.041 1.1489
C -2.257 3.250 2.482 -0.5354
C -3.634 3.096 2.400 -0.1011
C -4.439 4.219 2.401 -0.0904
C -3.882 5.487 2.483 -0.1083
C -2.507 5.630 2.549 -0.0973
C -1.692 4.516 2.550 -0.1478
C 1.849 1.931 0.109 -0.3320
C 1.807 0.706 0.761 -0.1655
C 2.944 -0.063 0.933 -0.1257
C 4.163 0.381 0.451 -0.1051
C 4.228 1.609 -0.186 -0.0984
C 3.086 2.373 -0.346 -0.1038
C 0.799 4.135 -1.480 -0.3791
C 0.514 3.833 -2.801 -0.1012
C 1.049 4.588 -3.831 -0.0982
C 1.877 5.662 -3.547 -0.1131
C 2.139 5.998 -2.229 -0.1096
C 1.591 5.247 -1.206 -0.1540
H -4.063 2.106 2.338 0.1075
H -5.511 4.102 2.319 0.0982
H -4.512 6.362 2.497 0.0902
H -2.061 6.612 2.599 0.0958
H -0.619 4.612 2.633 0.0731
H 0.859 0.343 1.158 0.0487
H 2.885 -1.002 1.467 0.1026
H 5.055 -0.218 0.576 0.0959
H 5.177 1.981 -0.550 0.0953
H 3.157 3.331 -0.845 0.0817
H -0.126 2.984 -3.009 0.0874
H 0.829 4.333 -4.861 0.0950
H 2.318 6.240 -4.348 0.0921
H 2.775 6.845 -2.001 0.0948
H 1.791 5.506 -0.171 0.0966
```

## Properties
- calculated total energy (Eh) = -5458.10252
- energy relative to the best compared isomer or geometry (same formula, charge and spin) (eV) = 0.944
- HOMO energy (alpha / beta) (eV) = -1.93 / -4.54
- gap between HOMO and LUMO (alpha / beta) (eV) = 3.8987 / 6.5078
- spin multiplicity = 2
- net charge = -1
- max |F| (Eh/bohr) = 0.03888

Record 3
C45H40BN10OPS2W | the ωB97M-V functional and the def2-TZVPD basis

XYZ file:
```
101
Properties=species:S:1:pos:R:3:lowdin_charge:R:1
W -0.160 -0.045 -0.290 1.3614
C -1.512 4.138 -0.021 -0.0375
C -2.912 4.094 -0.034 -0.0141
C -3.528 2.880 0.098 0.0197
C -2.768 1.706 0.250 -0.2968
N -1.417 1.739 0.150 -0.0237
C -0.826 2.958 0.053 -0.1596
N -3.483 0.597 0.600 0.1910
C -2.929 -0.496 1.006 -0.3003
N -1.615 -0.917 0.941 -0.0834
C -1.563 -2.227 1.410 -0.2958
N -0.598 -3.070 1.432 0.1990
C 0.696 -2.787 1.088 -0.3003
C 1.613 -3.824 1.325 0.0287
C 2.955 -3.627 1.125 -0.0123
C 3.391 -2.370 0.696 -0.0236
C 2.450 -1.408 0.449 -0.1919
N 1.117 -1.599 0.600 -0.1240
C -2.900 -2.610 1.895 -0.1083
C -3.349 -3.773 2.487 0.0206
C -4.697 -3.818 2.829 -0.0388
C -5.545 -2.736 2.589 -0.0429
C -5.078 -1.570 1.991 -0.0048
C -3.740 -1.545 1.645 -0.1179
H -0.966 5.067 -0.091 0.1231
H -3.497 4.998 -0.121 0.1248
H -4.601 2.775 0.148 0.1264
H 0.253 2.964 0.010 0.0629
H 1.211 -4.757 1.689 0.1281
H 3.658 -4.428 1.310 0.1252
H 4.435 -2.143 0.537 0.1145
H 2.750 -0.438 0.085 0.0538
H -2.686 -4.607 2.671 0.1226
H -5.098 -4.707 3.297 0.1149
H -6.585 -2.808 2.877 0.1143
H -5.724 -0.723 1.805 0.1200
O 0.197 0.296 2.566 -0.0181
N 0.845 0.885 1.492 -0.1453
C 1.730 1.758 1.811 -0.0502
C 2.594 2.661 1.044 -0.2034
C 3.292 3.542 1.886 -0.0127
C 4.145 4.502 1.374 -0.0292
C 4.315 4.585 0.002 -0.0200
C 3.642 3.710 -0.837 -0.0529
C 2.777 2.736 -0.348 -0.3084
P 1.999 1.586 -1.557 1.0776
C 1.679 2.714 -2.963 -0.3432
C 0.521 3.486 -2.956 -0.1167
C 0.293 4.444 -3.934 -0.0557
C 1.223 4.639 -4.941 -0.0514
C 2.384 3.878 -4.961 -0.0519
C 2.615 2.928 -3.981 -0.0916
C 3.479 0.651 -2.090 -0.3934
C 4.618 0.579 -1.292 -0.0975
C 5.716 -0.175 -1.689 -0.0603
C 5.690 -0.857 -2.893 -0.0520
C 4.563 -0.784 -3.702 -0.0563
C 3.465 -0.043 -3.302 -0.1441
H 0.444 0.762 3.380 0.1202
H 1.865 1.901 2.884 0.1390
H 3.159 3.474 2.958 0.1207
H 4.668 5.174 2.039 0.1232
H 4.975 5.328 -0.422 0.1243
H 3.802 3.793 -1.903 0.1105
H -0.227 3.339 -2.191 0.0607
H -0.617 5.027 -3.908 0.1150
H 1.048 5.382 -5.708 0.1161
H 3.118 4.029 -5.741 0.1160
H 3.534 2.363 -4.014 0.1033
H 4.673 1.122 -0.356 0.1081
H 6.596 -0.208 -1.060 0.1156
H 6.550 -1.433 -3.210 0.1163
H 4.545 -1.300 -4.653 0.1134
H 2.602 0.015 -3.953 0.0952
C -5.512 -1.862 -1.765 0.0003
N -4.703 -0.798 -2.330 -0.1008
C -5.188 0.374 -2.879 -0.0241
C -4.122 1.121 -3.234 -0.0406
N -2.983 0.407 -2.907 -0.0004
B -1.536 0.817 -3.097 -0.5038
N -0.731 -0.159 -3.987 0.0217
C -0.951 -0.284 -5.344 -0.0119
C -0.193 -1.301 -5.802 -0.0093
N 0.500 -1.799 -4.719 -0.1070
C 1.394 -2.947 -4.769 -0.0054
C 0.151 -1.098 -3.623 -0.6484
S 0.855 -1.475 -2.075 0.7009
C -3.358 -0.757 -2.334 -0.6835
S -2.250 -1.901 -1.747 0.7618
H -6.382 -2.021 -2.397 0.1022
H -5.827 -1.596 -0.757 0.0846
H -4.915 -2.770 -1.729 0.0755
H -6.243 0.553 -2.983 0.1310
H -4.069 2.087 -3.702 0.1255
H -1.495 1.941 -3.501 0.0997
H -0.949 0.712 -1.970 -0.0078
H -1.635 0.365 -5.861 0.1374
H -0.076 -1.720 -6.785 0.1363
H 1.990 -2.887 -5.676 0.1027
H 0.814 -3.868 -4.767 0.1091
H 2.052 -2.928 -3.905 0.0584
```

## Properties
- calculated total energy (Eh) = -3590.92662
- energy relative to the best compared isomer or geometry (same formula, charge and spin) (eV) = 0.919
- HOMO energy (alpha / beta) (eV) = -12.05 / -12.04
- gap between HOMO and LUMO (alpha / beta) (eV) = 6.1994 / 5.9266
- spin multiplicity = 3
- net charge = +2
- max |F| (Eh/bohr) = 0.01481

The highest max |F| belongs to which entry? C45H39CuNS2Sb

calculated total energy of number 3 (C45H40BN10OPS2W)? -3590.92662 Eh

Which of these has the highest net charge? C45H40BN10OPS2W

Which value of max |F| does entry 3 give? 0.01481 Eh/bohr